Entry 1:
C4H10N2O | ωB97M-V with the def2-TZVPD basis set

SMILES: C[C@@H](N)CNC=O
Molar mass (g mol⁻¹): 102.1
ΔE to the lowest compared entry with this formula, charge and spin (eV): 1.023
Kohn-Sham gap (eV): 10.39
LUMO level (eV): 0.92

Last column: Löwdin charge in e.
Cartesian coordinates (Å):
C 0.053109 -0.373399 0.863930  -0.15
N -1.244502 0.307257 0.735305  0.02
C -1.372541 1.631911 0.496564  -0.38
O -0.501014 2.361955 0.072512  0.01
C 0.424293 -1.090000 -0.425357  -0.43
C 1.110785 -0.168537 -1.421556  -0.07
N 1.258952 -2.285204 -0.107258  0.02
H 0.019229 -1.074279 1.686836  0.11
H 0.749869 0.446386 1.061028  0.12
H -2.031600 -0.094493 1.219221  0.13
H -2.373486 2.035268 0.722803  0.13
H -0.453957 -1.492283 -0.933273  0.13
H 1.447560 -0.689375 -2.292874  0.07
H 0.375027 0.532636 -1.831999  0.08
H 1.847620 0.465841 -0.944551  0.08
H 2.237595 -2.028817 -0.169633  0.06
H 1.112333 -2.981654 -0.826983  0.06

Forces on atoms 1 to 3 (eV/Å):
C -0.645 0.908 -0.692
N -0.310 -0.244 0.621
C 0.233 0.509 -0.168

=====

Entry 2:
C4H10N2O | ωB97M-V with the def2-TZVPD basis set

SMILES: NC(N)=O.C=CC
Molar mass (g mol⁻¹): 102.1
ΔE to the lowest compared entry with this formula, charge and spin (eV): 5.182
Kohn-Sham gap (spin up / spin down) (eV): 7.56 / 8.65
LUMO level (spin up / spin down) (eV): 0.13 / 0.72

Last column: Löwdin charge in e.
Cartesian coordinates (Å):
C -1.891274 -0.790326 -0.457570  -0.13
C -1.107742 0.437701 -0.111628  -0.31
C -1.041020 1.529369 -0.860695  -0.04
H -0.432484 0.541645 0.973178  0.14
H -2.955427 -0.590154 -0.606415  0.07
H -1.467929 -1.261101 -1.347670  0.08
H -1.863011 -1.517372 0.358588  0.06
H -0.219454 1.706237 -1.542379  0.07
H -1.630960 2.400232 -0.590534  0.06
C 1.774531 -0.239664 0.026774  -0.62
N 1.326487 -1.469018 0.477344  0.15
N 1.534362 0.828002 0.997561  0.07
O 2.614891 -0.113848 -0.833071  0.05
H 1.437647 -2.206172 -0.202682  0.11
H 0.389157 -1.446893 0.853095  0.06
H 2.219496 1.567691 0.903905  0.10
H 1.312731 0.623672 1.962197  0.09

Forces on atoms 1 to 3 (eV/Å):
C 0.428 -0.323 0.656
C 0.835 -3.521 5.340
C 0.264 3.832 -2.347

=====

Entry 3:
C4H10N2O | ωB97M-V with the def2-TZVPD basis set

SMILES: CN(C)CC(N)=O
Molar mass (g mol⁻¹): 102.1
ΔE to the lowest compared entry with this formula, charge and spin (eV): 1.509
Kohn-Sham gap (eV): 9.69
LUMO level (eV): 0.84

Last column: Löwdin charge in e.
Cartesian coordinates (Å):
C -1.392974 0.590960 0.568165  -0.10
N -0.365219 0.359718 -0.449753  -0.25
C -0.224961 1.515304 -1.328268  -0.10
C 0.906291 0.045371 0.224692  -0.13
C 1.251293 -1.424287 0.261377  -0.52
N 0.224120 -2.329637 0.356595  0.16
O 2.407950 -1.784265 0.359543  0.05
H -1.682711 -0.351338 1.017791  0.06
H -2.263474 1.077848 0.134102  0.08
H -0.994031 1.263662 1.340769  0.09
H -0.048545 1.218423 -2.359992  0.08
H -1.110480 2.147821 -1.271997  0.08
H 0.626679 2.157358 -1.070393  0.08
H 1.734023 0.497259 -0.317932  0.12
H 0.947022 0.482501 1.226933  0.13
H 0.617045 -3.257826 0.435849  0.10
H -0.632031 -2.208869 0.872519  0.08

Forces on atoms 1 to 3 (eV/Å):
C 0.442 0.326 -0.323
N 0.152 0.311 0.695
C 0.265 0.339 -0.100

=====

Entry 4:
C4H10N2O | ωB97M-V with the def2-TZVPD basis set

SMILES: C[C@@H](N)CC(N)=O
Molar mass (g mol⁻¹): 102.1
ΔE to the lowest compared entry with this formula, charge and spin (eV): 1.489
Kohn-Sham gap (eV): 9.51
LUMO level (eV): 0.83

Last column: Löwdin charge in e.
Cartesian coordinates (Å):
C 0.588393 0.560707 1.663010  -0.06
C -0.442772 -0.308476 0.852509  -0.46
C -0.327225 -0.050929 -0.612618  -0.11
C 0.981234 -0.398645 -1.366676  -0.52
N 0.842326 -0.244101 -2.718899  0.14
O 1.966689 -0.641923 -0.709141  0.07
N -1.741163 -0.082225 1.446189  0.03
H 1.613927 0.573569 1.317848  0.06
H 0.106573 1.537805 1.527160  0.07
H 0.579147 0.358685 2.754847  0.08
H -0.041825 -1.315579 1.000769  0.13
H -0.442611 0.998648 -0.887302  0.12
H -1.069744 -0.674933 -1.148185  0.12
H 1.515983 0.028877 -3.412201  0.10
H 0.081406 -0.724914 -3.169089  0.10
H -2.463015 0.458085 1.012248  0.07
H -1.747330 -0.074644 2.449535  0.07

Forces on atoms 1 to 3 (eV/Å):
C -1.247 0.729 -0.065
C 2.483 0.146 1.710
C -0.565 -0.564 -1.865

=====

Entry 5:
C4H10N2O | ωB97M-V with the def2-TZVPD basis set

SMILES: CNC(=O)[C@@H](C)N
Molar mass (g mol⁻¹): 102.1
ΔE to the lowest compared entry with this formula, charge and spin (eV): 1.406
Kohn-Sham gap (eV): 10.44
LUMO level (eV): 0.94

Last column: Löwdin charge in e.
Cartesian coordinates (Å):
N -1.094128 -0.058725 -1.487510  0.04
C -0.694242 -0.438556 -0.102712  -0.37
C -1.863779 -0.853896 0.751153  -0.06
C 0.119430 0.653171 0.596277  -0.47
N 1.458732 0.562239 0.681677  0.01
C 2.446143 0.436363 -0.401086  -0.07
O -0.486304 1.525925 1.218450  0.05
H -1.721927 -0.758830 -1.846341  0.06
H -1.577681 0.820191 -1.380952  0.07
H 0.057372 -1.218890 -0.280807  0.13
H -2.739900 -0.389549 0.298005  0.08
H -1.841575 -0.572594 1.800322  0.08
H -2.078839 -1.927866 0.730143  0.08
H 1.879921 1.149354 1.388696  0.13
H 2.217321 -0.376356 -1.092767  0.08
H 2.560312 1.366243 -0.949831  0.08
H 3.359143 0.081777 0.077283  0.08

Forces on atoms 1 to 3 (eV/Å):
N 0.875 0.579 1.061
C 1.705 -0.552 -1.280
C -1.012 -0.538 0.156

=====

Entry 6:
C4H10N2O | ωB97M-V with the def2-TZVPD basis set

SMILES: [H]/N=C/N.C=CCO
Molar mass (g mol⁻¹): 102.1
ΔE to the lowest compared entry with this formula, charge and spin (eV): 2.651
Kohn-Sham gap (eV): 10.31
LUMO level (eV): 0.79

Last column: Löwdin charge in e.
Cartesian coordinates (Å):
C 0.997538 0.130769 -0.735299  -0.31
O 1.536755 1.257215 -1.427989  -0.07
C 1.446251 -1.206258 -1.252283  -0.16
C 2.083097 -2.167423 -0.525372  0.00
H -0.108826 0.078826 -0.728463  0.09
H 1.342457 0.185916 0.297657  0.10
H 1.087884 2.027994 -1.062369  0.08
H 1.233010 -1.391019 -2.321326  0.10
H 2.372342 -3.147914 -0.949862  0.05
H 2.390959 -2.071890 0.515502  0.05
N -2.418107 -0.507602 1.214422  0.07
C -2.263905 0.864301 1.262506  -0.37
N -1.117311 1.461183 1.412823  0.04
H -1.564008 -1.023270 1.027044  0.09
H -3.290847 -0.930951 0.918570  0.09
H -3.214763 1.402434 1.129232  0.11
H -1.372202 2.408746 1.709903  0.03

Forces on atoms 1 to 3 (eV/Å):
C 0.177 -0.670 0.920
O -0.462 -0.536 -0.282
C 1.236 -1.083 -0.112

=====

Entry 7:
C4H10N2O | ωB97M-V with the def2-TZVPD basis set

Molar mass (g mol⁻¹): 102.1
ΔE to the lowest compared entry with this formula, charge and spin (eV): 4.201
Kohn-Sham gap (eV): 9.85
LUMO level (eV): 0.90

Last column: Löwdin charge in e.
Cartesian coordinates (Å):
C -1.662959 -0.221171 -0.748359  -0.25
C 0.301799 1.757435 -0.230267  -0.06
N -0.005667 0.377784 0.127219  -0.34
N -0.296181 0.276803 1.505751  0.08
C 0.858336 -0.645636 -0.436255  -0.17
C 1.358655 -1.708936 0.187486  0.04
O -1.872528 -1.192370 0.008609  -0.14
H 0.479599 -0.176620 1.984683  0.08
H -1.114240 -0.345254 1.574802  0.08
H -1.266882 -0.427428 -1.756164  0.10
H -2.210454 0.730444 -0.698516  0.10
H 1.284302 -0.317075 -1.375133  0.11
H -0.468845 2.395146 0.197648  0.09
H 0.308886 1.864394 -1.313304  0.09
H 1.270286 2.055449 0.179912  0.09
H 2.095917 -2.317016 -0.305587  0.05
H 0.939976 -2.105948 1.097476  0.06

Forces on atoms 1 to 3 (eV/Å):
C -0.547 -1.954 0.810
C 0.345 -0.098 0.039
N 0.649 -0.545 -0.281

=====

Entry 8:
C4H10N2O | ωB97M-V with the def2-TZVPD basis set

SMILES: CCNC(=O)CN
Molar mass (g mol⁻¹): 102.1
ΔE to the lowest compared entry with this formula, charge and spin (eV): 1.183
Kohn-Sham gap (eV): 10.38
LUMO level (eV): 0.90

Last column: Löwdin charge in e.
Cartesian coordinates (Å):
N 1.283883 0.104259 -2.324031  0.01
C 1.136006 -0.297009 -0.927749  -0.21
C -0.078264 -1.097334 -0.592492  -0.50
N -0.694864 -0.973311 0.611557  0.04
C -0.375429 0.009680 1.663800  -0.21
C -0.941132 1.381198 1.223246  -0.08
O -0.487339 -1.934331 -1.388926  0.04
H 0.386167 0.334790 -2.742294  0.07
H 1.572258 -0.705640 -2.866297  0.07
H 1.372099 0.590462 -0.331193  0.10
H 2.026730 -0.896441 -0.689507  0.13
H -1.600066 -1.393817 0.696472  0.14
H -0.878247 -0.333797 2.569118  0.11
H 0.696396 -0.039166 1.818771  0.11
H -0.202773 1.962499 0.689379  0.06
H -1.814333 1.294141 0.583166  0.07
H -1.401098 1.993820 2.006979  0.07

Forces on atoms 1 to 3 (eV/Å):
N -0.239 -0.533 -0.458
C 1.877 0.900 0.014
C -0.962 -1.238 -0.001

=====

- molar mass of number 4 (C4H10N2O)?
  102.1 g mol⁻¹

=====

- Which value of ΔE to the lowest compared entry with this formula, charge and spin does entry 4 give?
  1.489 eV

=====

What did the seventh record say?
C4H10N2O | ωB97M-V with the def2-TZVPD basis set

Molar mass (g mol⁻¹): 102.1
ΔE to the lowest compared entry with this formula, charge and spin (eV): 4.201
Kohn-Sham gap (eV): 9.85
LUMO level (eV): 0.90

Last column: Löwdin charge in e.
Cartesian coordinates (Å):
C -1.662959 -0.221171 -0.748359  -0.25
C 0.301799 1.757435 -0.230267  -0.06
N -0.005667 0.377784 0.127219  -0.34
N -0.296181 0.276803 1.505751  0.08
C 0.858336 -0.645636 -0.436255  -0.17
C 1.358655 -1.708936 0.187486  0.04
O -1.872528 -1.192370 0.008609  -0.14
H 0.479599 -0.176620 1.984683  0.08
H -1.114240 -0.345254 1.574802  0.08
H -1.266882 -0.427428 -1.756164  0.10
H -2.210454 0.730444 -0.698516  0.10
H 1.284302 -0.317075 -1.375133  0.11
H -0.468845 2.395146 0.197648  0.09
H 0.308886 1.864394 -1.313304  0.09
H 1.270286 2.055449 0.179912  0.09
H 2.095917 -2.317016 -0.305587  0.05
H 0.939976 -2.105948 1.097476  0.06

Forces on atoms 1 to 3 (eV/Å):
C -0.547 -1.954 0.810
C 0.345 -0.098 0.039
N 0.649 -0.545 -0.281